Entry A
{
  "formula": "C4H7N3",
  "method": "ωB97M-V/def2-TZVPD",
  "elements": ["C", "C", "N", "C", "N", "C", "N", "H", "H", "H", "H", "H", "H", "H"],
  "positions_angstrom": [[0.370, -1.177, 0.122], [-0.798, -0.736, 1.011], [-1.369, 0.355, 0.234], [-0.399, 1.047, -0.470], [-0.549, 2.212, -0.951], [0.804, 0.132, -0.499], [1.935, 0.504, -0.931], [2.607, -0.259, -0.816], [0.005, -1.835, -0.678], [1.176, -1.687, 0.657], [-0.416, -0.398, 1.987], [-1.528, -1.532, 1.179], [-2.143, 0.892, 0.598], [0.305, 2.481, -1.443]],
  "lumo_ha": 0.025,
  "orbital_gap_ev": 9.81,
  "smiles": "[H]/N=C1\\CCN\\C1=N\\[H]"
}

=====

Entry B
{
  "formula": "C4H7N3",
  "method": "ωB97M-V/def2-TZVPD",
  "elements": ["C", "C", "C", "C", "N", "N", "N", "H", "H", "H", "H", "H", "H", "H"],
  "positions_angstrom": [[0.316, 1.575, -0.023], [-1.075, -1.155, -1.043], [-1.373, -2.449, -1.551], [1.462, 1.382, 2.024], [-0.500, 1.160, -1.063], [-0.674, -0.067, -1.239], [0.608, 0.860, 0.977], [0.665, 2.605, 0.042], [-0.521, -3.127, -1.363], [-2.241, -3.003, -0.916], [-1.792, -2.251, -2.680], [2.479, 0.789, 1.804], [1.591, 2.409, 1.967], [1.056, 1.271, 3.065]],
  "lumo_ha": 0.015,
  "orbital_gap_ev": 8.36
}

=====

Entry C
{
  "formula": "C4H7N3",
  "method": "ωB97M-V/def2-TZVPD",
  "elements": ["C", "C", "C", "C", "N", "N", "N", "H", "H", "H", "H", "H", "H", "H"],
  "positions_angstrom": [[-2.158, 0.854, 0.306], [-1.012, 0.404, -0.543], [0.190, 0.085, -0.058], [1.241, -0.793, -0.661], [2.352, -0.436, 0.190], [1.856, 0.040, 1.372], [0.647, 0.358, 1.272], [-2.777, -0.026, 0.526], [-1.807, 1.255, 1.259], [-2.802, 1.585, -0.191], [0.839, -1.795, -0.435], [-1.200, 0.185, -1.593], [1.453, -0.706, -1.726], [3.177, -1.011, 0.282]],
  "lumo_ha": 0.027,
  "orbital_gap_ev": 9.20,
  "smiles": "C/C=C1/CNN=N1"
}

=====

Most stable = entry A

=====

Entry A
{
  "formula": "C4H7N3",
  "method": "ωB97M-V/def2-TZVPD",
  "elements": ["C", "N", "C", "C", "C", "N", "N", "H", "H", "H", "H", "H", "H", "H"],
  "positions_angstrom": [[-0.056, -1.944, -0.137], [-1.398, -0.887, 0.532], [-0.173, -0.255, 0.778], [-0.146, 0.886, -0.030], [0.899, 1.944, -0.172], [-1.287, 0.885, -0.727], [-2.006, -0.180, -0.416], [-0.606, -2.143, -1.051], [-0.140, -2.750, 0.584], [0.988, -1.717, -0.364], [0.420, -0.506, 1.648], [0.471, 2.811, -0.680], [1.284, 2.263, 0.802], [1.750, 1.592, -0.767]],
  "lumo_ha": 0.015,
  "orbital_gap_ev": 9.70
}

=====

Entry B
{
  "formula": "C4H7N3",
  "method": "ωB97M-V/def2-TZVPD",
  "elements": ["N", "C", "C", "C", "N", "C", "N", "H", "H", "H", "H", "H", "H", "H"],
  "positions_angstrom": [[-2.542, -0.353, -0.167], [-1.131, -0.236, -0.058], [-0.125, -1.130, 0.126], [1.057, -0.211, 0.336], [2.426, -0.578, 0.042], [0.636, 1.182, 0.029], [-0.658, 1.123, -0.099], [-2.831, -0.409, -1.141], [-2.804, -1.237, 0.258], [0.973, -0.072, 1.441], [2.570, -0.553, -0.962], [2.509, -1.561, 0.293], [1.198, 2.108, 0.032], [-1.278, 1.926, -0.131]],
  "lumo_ha": 0.011,
  "orbital_gap_ev": 8.00
}

=====

Entry C
{
  "formula": "C4H7N3",
  "method": "ωB97M-V/def2-TZVPD",
  "elements": ["C", "C", "C", "C", "H", "H", "H", "H", "H", "H", "H", "N", "N", "N"],
  "positions_angstrom": [[-0.160, 0.210, -0.718], [1.240, 0.507, -0.882], [1.133, -0.500, 1.025], [-0.208, -0.318, 0.549], [-1.366, 1.218, -2.133], [-2.209, 0.150, -1.358], [1.723, 0.823, -1.751], [3.009, 0.341, 0.496], [1.428, -1.161, 1.805], [-1.374, -0.942, 2.076], [-2.383, -0.170, 0.876], [-1.355, 0.750, -1.180], [1.950, -0.154, 0.025], [-1.428, -0.753, 1.172]],
  "lumo_ha": 0.034,
  "orbital_gap_ev": 8.16,
  "smiles": "Nc1c[nH]cc1N"
}

=====

Most stable = entry C

=====

Entry A
{
  "formula": "C4H7N3",
  "method": "ωB97M-V/def2-TZVPD",
  "elements": ["C", "C", "C", "C", "H", "H", "H", "H", "H", "H", "H", "N", "N", "N"],
  "positions_angstrom": [[0.874, 2.263, 0.071], [-0.680, -0.654, -1.011], [-1.017, -1.440, 0.264], [0.842, -0.396, 0.638], [1.856, 1.927, 0.521], [0.629, 3.289, 0.249], [-1.460, 0.035, -1.334], [-0.390, -1.400, -1.740], [-1.956, -1.229, 0.785], [-1.055, -2.648, 0.223], [1.696, -0.100, 1.262], [0.068, 1.472, -0.482], [0.488, 0.192, -0.591], [0.105, -1.311, 1.145]],
  "lumo_ha": 0.041,
  "orbital_gap_ev": 10.14,
  "smiles": "C=NN1C=NCC1"
}

=====

Entry B
{
  "formula": "C4H7N3",
  "method": "ωB97M-V/def2-TZVPD",
  "elements": ["C", "C", "C", "C", "N", "N", "N", "H", "H", "H", "H", "H", "H", "H"],
  "positions_angstrom": [[2.491, -0.348, 0.019], [2.002, 0.928, -0.151], [1.377, -1.182, 0.041], [-1.844, 0.489, -0.162], [0.691, 0.928, -0.090], [0.338, -0.328, 0.045], [-0.997, -0.704, 0.080], [3.450, -0.765, -0.017], [2.510, 1.879, -0.304], [1.532, -2.139, 0.357], [-1.542, 1.501, 0.228], [-1.836, 0.475, -1.182], [-2.897, 0.248, 0.204], [-1.191, -1.051, 1.552]],
  "lumo_ha": 0.007,
  "orbital_gap_ev": 8.99
}

=====

Entry C
{
  "formula": "C4H7N3",
  "method": "ωB97M-V/def2-TZVPD",
  "elements": ["C", "C", "C", "C", "N", "N", "N", "H", "H", "H", "H", "H", "H", "H"],
  "positions_angstrom": [[-2.100, 0.682, 0.166], [-0.995, -0.326, -0.062], [0.422, 0.302, -0.364], [1.594, -0.204, -0.958], [2.400, -0.440, 0.105], [1.843, -0.061, 1.261], [0.727, 0.467, 0.965], [-3.045, 0.177, 0.392], [-1.866, 1.346, 1.008], [-2.210, 1.282, -0.736], [-0.905, -0.934, 0.871], [-1.172, -1.036, -0.854], [2.012, -0.358, -1.955], [3.294, -0.898, 0.161]],
  "lumo_ha": 0.031,
  "orbital_gap_ev": 9.86,
  "smiles": "CCc1c[nH]nn1"
}

=====

Entry D
{
  "formula": "C4H7N3",
  "method": "ωB97M-V/def2-TZVPD",
  "elements": ["C", "N", "C", "N", "N", "C", "C", "H", "H", "H", "H", "H", "H", "H"],
  "positions_angstrom": [[-0.251, -0.290, 2.199], [-1.018, -0.242, 0.978], [-0.376, -0.026, -0.222], [-0.933, -0.444, -1.357], [-0.085, -0.005, -2.291], [0.960, 0.723, -1.783], [0.852, 0.663, -0.429], [0.224, 0.681, 2.376], [-0.929, -0.482, 3.035], [0.535, -1.062, 2.200], [-1.753, -0.929, 0.893], [-0.359, -0.060, -3.266], [1.603, 0.396, -2.625], [1.531, 1.078, 0.293]],
  "lumo_ha": 0.041,
  "orbital_gap_ev": 9.05,
  "smiles": "CNc1cc[nH]n1"
}

=====

Most stable = entry D

=====

Entry A
{
  "formula": "C4H7N3",
  "method": "ωB97M-V/def2-TZVPD",
  "elements": ["C", "C", "N", "C", "N", "C", "N", "H", "H", "H", "H", "H", "H", "H"],
  "positions_angstrom": [[1.234, 0.804, -0.830], [0.273, 1.367, 0.922], [0.299, -0.051, 0.406], [-0.876, -0.788, 0.138], [-1.996, -0.191, 0.039], [-0.642, -2.196, -0.149], [-0.447, -3.319, -0.358], [1.387, -0.084, -1.467], [2.193, 1.214, -0.530], [0.626, 1.537, -1.348], [-0.653, 1.807, 0.561], [0.310, 1.360, 2.018], [1.026, -0.619, 0.826], [-2.735, -0.840, -0.227]],
  "lumo_ha": [-0.013, -0.013],
  "orbital_gap_ev": [6.54, 6.54]
}

=====

Entry B
{
  "formula": "C4H7N3",
  "method": "ωB97M-V/def2-TZVPD",
  "elements": ["C", "N", "N", "C", "C", "C", "N", "H", "H", "H", "H", "H", "H", "H"],
  "positions_angstrom": [[0.162, 1.632, -0.105], [0.245, -1.689, 0.306], [1.497, -1.265, 0.567], [-0.479, -0.919, -0.595], [-0.454, 0.505, -0.869], [-1.416, -0.578, 0.705], [-2.235, -0.381, 1.506], [1.864, -0.366, 0.256], [2.096, -2.010, 0.896], [-1.047, -1.553, -1.277], [-1.142, 0.803, -1.651], [0.775, 2.242, -0.771], [0.754, 1.288, 0.741], [-0.619, 2.292, 0.292]],
  "lumo_ha": [0.003, 0.019],
  "orbital_gap_ev": [7.81, 8.27]
}

=====

Most stable = entry B

=====

Entry A
{
  "formula": "C4H7N3",
  "method": "ωB97M-V/def2-TZVPD",
  "elements": ["C", "C", "C", "C", "N", "N", "N", "H", "H", "H", "H", "H", "H", "H"],
  "positions_angstrom": [[1.497, 1.889, -0.229], [-0.425, 0.887, 1.019], [-0.390, -0.444, 0.473], [-1.332, -1.074, -0.327], [-1.009, -2.373, -0.271], [0.111, -2.568, 0.473], [0.471, -1.430, 0.931], [1.790, 2.922, -0.033], [2.353, 1.213, -0.220], [0.953, 1.814, -1.172], [0.888, 1.602, 0.694], [-1.093, 1.499, 0.385], [-2.189, -0.698, -0.868], [-1.474, -3.174, -0.673]],
  "lumo_ha": -0.008,
  "orbital_gap_ev": 8.07
}

=====

Entry B
{
  "formula": "C4H7N3",
  "method": "ωB97M-V/def2-TZVPD",
  "elements": ["N", "C", "C", "C", "N", "C", "N", "H", "H", "H", "H", "H", "H", "H"],
  "positions_angstrom": [[-2.462, -0.562, -0.163], [-1.100, -0.203, -0.165], [0.018, -0.980, 0.028], [1.137, -0.088, 0.080], [2.452, -0.445, 0.431], [0.671, 1.180, -0.145], [-0.712, 1.098, -0.272], [-3.046, 0.268, -0.187], [-2.672, -1.047, 0.703], [0.032, -2.056, 0.147], [3.128, 0.224, 0.084], [2.705, -1.370, 0.107], [1.144, 2.140, -0.028], [-1.295, 1.840, -0.621]],
  "lumo_ha": 0.036,
  "orbital_gap_ev": 8.07,
  "smiles": "Nc1c[nH]c(N)c1"
}

=====

Most stable = entry B

=====

Entry A
{
  "formula": "C4H11N3O2",
  "method": "ωB97M-V/def2-TZVPD",
  "elements": ["C", "C", "N", "N", "N", "H", "H", "H", "H", "H", "H", "H", "H", "C", "C", "O", "O", "H", "H", "H"],
  "positions_angstrom": [[-2.775, -2.163, 0.172], [-1.285, -0.186, 0.579], [-1.508, 0.470, -0.477], [-2.067, -1.246, 1.037], [-0.130, -0.040, 1.298], [-2.375, 0.575, -0.993], [0.361, 1.091, -1.184], [-2.072, -1.484, 2.010], [-0.104, -0.525, 2.173], [0.496, 0.736, 1.160], [-2.157, -3.010, -0.145], [-2.997, -1.648, -0.760], [-3.722, -2.430, 0.631], [3.514, 1.369, -0.909], [2.088, 1.659, -0.622], [1.300, 1.001, -1.460], [1.659, 2.269, 0.332], [4.195, 1.681, -0.114], [3.881, 1.597, -1.909], [3.698, 0.284, -0.818]],
  "lumo_ha": 0.031,
  "orbital_gap_ev": 9.82,
  "smiles": "[H]/N=C(/N)NC.CC(=O)O"
}

=====

Entry B
{
  "formula": "C4H11N3O2",
  "method": "ωB97M-V/def2-TZVPD",
  "elements": ["C", "C", "O", "O", "H", "H", "H", "C", "C", "N", "N", "N", "H", "H", "H", "H", "H", "H", "H", "H"],
  "positions_angstrom": [[3.325, 1.776, 0.138], [1.946, 1.180, 0.258], [1.584, 0.583, -0.888], [1.188, 1.288, 1.191], [3.440, 2.206, -0.850], [4.044, 0.973, 0.251], [3.429, 2.511, 0.894], [-2.001, -0.399, -1.934], [-1.482, -1.036, 0.289], [-1.192, -0.337, -0.731], [-2.585, -1.862, 0.473], [-0.757, -0.960, 1.468], [0.711, 0.245, -0.833], [-1.858, -1.294, -2.536], [-1.724, 0.471, -2.527], [-3.347, -1.805, -0.187], [-2.955, -1.743, 1.402], [0.002, -0.289, 1.472], [-0.430, -1.887, 1.700], [-3.041, -0.206, -1.690]],
  "lumo_ha": 0.033,
  "orbital_gap_ev": 10.02,
  "smiles": "CN=C(N)N.CC(=O)O"
}

=====

Entry C
{
  "formula": "C4H11N3O2",
  "method": "ωB97M-V/def2-TZVPD",
  "elements": ["C", "C", "O", "O", "H", "H", "H", "H", "C", "N", "C", "N", "N", "H", "H", "H", "H", "H", "H", "H"],
  "positions_angstrom": [[-0.698, -2.875, 0.026], [0.373, -0.823, 0.518], [-0.810, -1.513, 0.427], [1.476, -1.336, 0.538], [0.404, 0.139, -1.458], [0.122, -2.990, -0.693], [-0.496, -3.503, 0.899], [-1.651, -3.142, -0.437], [-1.222, 1.631, -1.168], [0.101, 0.372, 1.221], [0.227, 1.284, -1.167], [1.114, 1.100, 1.873], [1.158, 2.080, -0.904], [-0.839, 0.543, 1.552], [1.854, 0.445, 2.121], [1.511, 1.749, 1.187], [2.105, 1.723, -1.007], [-1.408, 2.399, -0.421], [-1.809, 0.742, -0.943], [-1.513, 1.974, -2.162]],
  "lumo_ha": 0.030,
  "orbital_gap_ev": 10.40,
  "smiles": "COC(=O)NN.[H]/N=C/C"
}

=====

Entry D
{
  "formula": "C4H11N3O2",
  "method": "ωB97M-V/def2-TZVPD",
  "elements": ["C", "C", "N", "N", "N", "H", "H", "H", "H", "H", "H", "H", "H", "C", "C", "O", "O", "H", "H", "H"],
  "positions_angstrom": [[0.703, 2.354, -1.154], [0.991, 0.992, 0.735], [0.409, 1.945, 0.196], [1.822, -0.039, 0.145], [0.715, 0.643, 2.102], [-1.336, -3.848, 0.237], [-0.206, 2.660, -1.690], [1.378, 1.697, -1.687], [2.783, 0.109, 0.413], [1.554, -0.939, 0.514], [0.850, 1.360, 2.785], [0.004, -0.061, 2.191], [1.001, 3.413, -1.076], [-1.718, -0.930, -0.931], [-1.265, -2.012, 0.006], [-1.503, -3.247, -0.490], [-0.817, -1.870, 1.117], [-0.806, -0.492, -1.341], [-2.347, -0.283, -0.332], [-2.212, -1.450, -1.740]],
  "lumo_ha": 0.025,
  "orbital_gap_ev": 9.38,
  "smiles": "CN=C(N)N.CC(=O)O"
}

=====

Most stable = entry B